[1]
The following is a quantum chemistry calculation of a cluster of 2 separate species, C4H5NO2S2 in total at a distorted geometry, from OMol25.

```
14
Properties=species:S:1:pos:R:3:forces:R:3
C -0.13271 0.96811 0.76014 1.07 1.60 -0.96
H -0.57602 1.29869 -0.17418 -0.49 -1.01 -0.08
N 0.16306 -2.82338 -0.21044 1.28 -1.67 0.79
H -0.17102 2.98361 1.27531 0.50 0.25 0.07
O -0.90267 1.80582 -2.67461 0.42 -0.53 0.24
H 0.85405 0.45185 3.18635 -0.10 0.04 -0.05
O -0.79255 -0.19797 -3.84289 0.38 0.39 0.70
C 0.29341 2.02608 1.46096 -0.47 -1.66 1.82
C -0.14161 -1.54718 -0.34833 -0.19 0.13 1.16
H 0.86737 -3.30704 0.44823 -1.45 1.43 -0.78
S 0.45926 -0.63554 1.06570 -0.24 -0.81 -1.11
S 1.15894 1.74563 3.03385 -0.14 1.01 -0.59
C -0.79441 0.77368 -3.20173 -0.80 0.05 -0.91
H -0.28509 -3.54236 -0.77835 0.23 0.77 -0.29
```
Positions in Å, forces in eV/Å.

Output
Lowest unoccupied orbital energy (eV): 0.461
HOMO-LUMO gap (Eh): 0.3242
E (eV): -31482.6399

[2]
The following is a quantum chemistry calculation of an isolated molecule of C4H5NO3 at a distorted geometry, from OMol25.

```
13
Properties=species:S:1:pos:R:3:forces:R:3
C -1.46955 1.12175 -0.97470 -0.62 -2.25 -1.95
H -1.44637 1.07591 -2.08307 -0.31 0.51 0.92
H -1.22870 2.00518 -0.46840 0.45 1.25 0.48
C -0.02538 -0.31557 0.54390 -2.03 1.30 -0.13
C -2.31761 0.15120 -0.14926 -0.88 0.97 -1.07
O 2.24692 -0.74290 0.67362 0.30 0.19 -0.44
O -0.27840 -0.47056 1.69815 0.06 -0.67 1.10
H -3.03099 -0.53602 -0.54904 -0.39 -0.13 -0.51
H -2.59987 0.60348 0.75076 -0.23 0.23 1.62
N -0.99196 -0.11294 -0.41315 1.71 -0.99 -0.05
C 1.34933 -0.26302 0.04154 1.49 -0.28 -0.16
O 1.47729 0.36179 -1.14881 1.74 -0.42 0.28
H 2.46244 0.28920 -1.31073 -1.28 0.29 -0.10
```
Positions in Å, forces in eV/Å.

Output
Lowest unoccupied orbital energy (eV): 0.149
Structure (SMILES): O=C(O)C(=O)N1CC1
HOMO-LUMO gap (Eh): 0.3791
E (eV): -11860.1486

[3]
The following is a quantum chemistry calculation of an isolated molecule of C4H5NO3 at a distorted geometry, from OMol25.

```
13
Properties=species:S:1:pos:R:3:forces:R:3
H -2.60663 -1.48555 -0.96622 -0.44 0.58 0.73
O 1.67041 -1.21360 0.47746 0.82 1.54 -0.45
H 1.19837 1.98060 0.69767 1.10 -1.37 -1.66
O 3.08435 0.24247 -0.79460 -1.85 -1.85 0.43
C 2.03092 -0.01453 -0.24783 2.45 0.47 1.54
C -0.31227 0.75801 0.15604 2.08 -2.08 -0.68
H -0.24401 -1.30423 -0.39244 0.49 -1.20 -0.40
H 1.21146 -0.79519 1.26357 0.52 -1.03 -1.15
C 1.07930 1.00629 0.10368 -6.09 2.08 1.92
H -1.05202 1.52913 0.48879 0.83 -1.12 -0.48
C -2.27953 -0.56515 -0.41410 1.74 0.36 -0.66
N -0.88823 -0.58050 -0.23664 -0.95 4.87 1.15
O -2.89211 0.44225 -0.13538 -0.69 -1.26 -0.29
```
Positions in Å, forces in eV/Å.

Output
Lowest unoccupied orbital energy (eV): -0.140
Structure (SMILES): O=CN/C=C\C(=O)O
HOMO-LUMO gap (Eh): 0.3521
E (eV): -11859.9295

[4]
The following is a quantum chemistry calculation of an isolated molecule of C4H5NO3 at a distorted geometry, from OMol25.

```
13
Properties=species:S:1:pos:R:3:forces:R:3
O -1.09694 1.21435 0.93794 1.94 0.64 -0.27
O 0.39782 0.60439 -0.64494 1.98 4.13 -2.61
C -1.37700 -0.11658 1.06538 2.44 1.39 -0.73
H -0.75992 -2.10831 1.03022 0.50 2.23 -2.04
O 1.42440 -0.96776 -2.42530 0.14 3.14 0.25
C 0.29188 1.34477 0.51316 -0.63 2.09 0.15
N 0.59959 -1.49608 -1.48631 -0.07 -0.95 0.75
C 0.22483 -0.65637 -0.61473 -1.81 -4.77 2.19
H 1.11993 0.97847 1.22279 -1.74 0.52 -0.34
H 0.42563 2.46034 0.19193 -0.14 -2.17 0.87
H -2.05394 -0.22592 1.79947 -2.49 -0.88 2.28
C -0.61499 -1.04292 0.52023 -0.93 -3.62 1.17
H 1.41871 0.01162 -2.10986 0.82 -1.74 -1.68
```
Positions in Å, forces in eV/Å.

Output
Lowest unoccupied orbital energy (eV): 0.650
Structure (SMILES): O/N=C1/C=COCO1
HOMO-LUMO gap (Eh): 0.3429
E (eV): -11857.5019

[5]
The following is a quantum chemistry calculation of an isolated molecule of C4H5NO3 at a distorted geometry, from OMol25.

```
13
Properties=species:S:1:pos:R:3:forces:R:3
C -1.35023 -0.24468 0.09367 -3.80 -1.68 -1.81
C 2.26893 -0.40061 -0.38270 -1.48 0.39 -1.22
H -1.54540 1.75854 -0.22137 -1.75 0.66 -0.36
O -2.50167 -0.61739 0.18435 1.71 -0.03 0.49
H 2.68615 0.32894 -1.07853 0.53 -0.31 0.50
O -0.30601 -1.04012 -0.40186 -0.26 2.51 1.85
C 1.72218 -0.02751 0.93783 -0.69 1.17 1.83
N -0.99141 1.07618 0.20734 1.39 -0.75 1.12
H 2.65854 -1.43800 -0.35168 -0.64 0.78 -0.82
H 1.86448 0.97948 1.41172 -0.17 -0.95 -0.80
C 0.73773 -0.09868 -0.20753 3.14 -0.76 0.54
O 0.21114 1.19089 -0.47622 2.17 -0.78 -1.25
H 1.77666 -0.80034 1.69067 -0.15 -0.25 -0.08
```
Positions in Å, forces in eV/Å.

Output
Lowest unoccupied orbital energy (eV): 0.825
Structure (SMILES): O=C1NOC2(CC2)O1
HOMO-LUMO gap (Eh): 0.3884
E (eV): -11858.2045

[6]
The following is a quantum chemistry calculation of a structure of composition C4H5NO3 at a distorted geometry, from OMol25.

```
13
Properties=species:S:1:pos:R:3:forces:R:3
H 0.35995 -0.92410 -0.90321 -1.70 -0.21 -0.03
O -2.56451 -0.76579 -0.17423 -0.80 -3.74 -2.02
H -0.70173 -1.45726 0.60743 2.38 0.79 -0.54
O 1.04136 1.28721 -0.43873 -2.45 7.04 -0.99
H -2.15739 -1.68675 -0.59360 -1.61 3.55 1.76
C -1.60947 0.13412 -0.10752 3.67 -2.96 -1.28
C -0.24018 -0.59729 -0.02149 -0.48 -1.01 1.67
O -1.71966 1.28623 -0.06342 -1.46 3.51 0.54
H 0.77596 0.78977 1.66254 -0.06 -1.36 -2.62
C 2.20430 -0.28033 0.29734 10.79 -2.72 -6.92
N 3.29664 -0.51752 -0.45269 -10.67 1.95 7.79
H 0.45573 2.40163 -0.35374 2.26 -5.62 0.17
C 0.85899 0.33008 0.54130 0.11 0.79 2.47
```
Positions in Å, forces in eV/Å.

Output
Lowest unoccupied orbital energy (eV): -0.051
HOMO-LUMO gap (Eh): 0.3851
E (eV): -11856.2173

[7]
The following is a quantum chemistry calculation of a cluster of 2 separate species, C4H5NOS in total at a distorted geometry, from OMol25.

```
12
Properties=species:S:1:pos:R:3:forces:R:3
C 0.90727 0.46053 0.89673 -1.15 -0.18 3.82
H 2.23029 1.35192 -0.47884 -0.11 -0.63 -0.11
H 0.45997 1.33675 -1.04505 0.95 -0.60 1.34
N 0.16992 -2.32146 0.38168 0.47 -1.21 -0.24
C -0.61202 -1.47552 0.38808 -0.36 0.36 0.04
H -1.89281 -0.57641 -1.74770 -0.28 1.51 0.35
S -1.96652 0.59180 -0.96705 0.17 -2.35 -0.69
H -1.61874 0.12204 1.32808 -0.89 0.50 2.28
H 1.17745 -0.25741 -0.78994 1.00 1.03 -0.39
C 1.27432 0.81446 -0.41528 -0.99 -0.27 -2.24
O 1.26626 0.28599 2.00904 -0.89 0.44 -2.73
C -1.39540 -0.33269 0.44026 2.09 1.40 -1.43
```
Positions in Å, forces in eV/Å.

Output
Lowest unoccupied orbital energy (eV): -0.284
HOMO-LUMO gap (Eh): 0.2692
E (eV): -18597.9734

[8]
The following is a quantum chemistry calculation of an isolated molecule of C4H5NOS at a distorted geometry, from OMol25.

```
12
Properties=species:S:1:pos:R:3:forces:R:3
O 0.29015 -2.49594 -0.61973 0.66 -1.64 0.65
N -0.50592 -0.53866 -1.58252 0.52 -0.37 0.90
C -0.08964 -1.39730 -0.53667 -1.43 3.31 0.31
H 0.56734 1.48659 1.76986 -0.23 -1.59 -0.59
C -0.38572 -0.06806 0.47175 -0.24 -0.83 0.91
H -1.29892 -0.00770 1.18889 1.41 -0.81 -1.40
C 0.78826 0.50077 1.22708 2.83 0.87 1.95
C -0.69044 0.58550 -0.83370 -1.02 0.97 -0.67
H 1.76054 0.80105 0.71435 -1.52 -0.62 -0.46
H 1.23671 -0.24036 1.98477 -1.22 0.98 -0.79
S -1.21294 2.07697 -1.22215 0.36 -0.41 0.03
H -0.45943 -0.70286 -2.56192 -0.13 0.14 -0.83
```
Positions in Å, forces in eV/Å.

Output
Lowest unoccupied orbital energy (eV): 0.161
Structure (SMILES): C[C@@H]1C(=O)NC1=S
HOMO-LUMO gap (Eh): 0.3326
E (eV): -18600.7900

[9]
The following is a quantum chemistry calculation of an isolated molecule of C4H5NOS at a distorted geometry, from OMol25.

```
12
Properties=species:S:1:pos:R:3:forces:R:3
O -2.67771 -1.41758 0.56963 -2.25 -1.76 1.65
H 0.42782 0.43732 -1.51051 -0.41 -0.27 0.67
H 2.11650 0.36522 1.14037 -0.23 -0.59 -2.39
C 0.58128 -0.01519 -0.52039 1.19 -1.74 2.95
S -2.01932 -0.62579 -0.41553 2.20 1.08 -0.72
C -0.32663 -0.59427 0.28478 -0.89 3.19 -6.57
H 2.58548 -0.95235 -0.07861 -0.57 0.18 0.08
C -2.27537 1.09038 -0.04941 -0.88 1.67 0.37
H -0.33297 -1.15767 1.10949 0.57 -1.74 3.32
C 2.02683 -0.00783 0.02857 0.26 1.66 -0.44
H 2.48548 0.68918 -0.72512 0.46 -0.32 1.39
N -2.59140 2.18857 0.16674 0.52 -1.36 -0.32
```
Positions in Å, forces in eV/Å.

Output
Lowest unoccupied orbital energy (eV): 0.394
HOMO-LUMO gap (Eh): 0.3807
E (eV): -18598.2667

[10]
The following is a quantum chemistry calculation of an isolated molecule of C4H5NOS at a distorted geometry, from OMol25.

```
12
Properties=species:S:1:pos:R:3:forces:R:3
C 0.85084 -0.89348 0.55857 -0.09 0.26 -0.43
H -1.51411 0.87928 -1.91793 -1.34 0.27 -1.02
C -0.44659 -0.33358 0.97351 -0.25 -2.76 1.88
H -0.64054 -0.76010 2.01153 -0.67 1.73 -1.19
C -1.25219 0.22039 0.07635 0.24 0.35 1.49
C -0.83694 0.49529 -1.22072 3.87 0.14 -1.97
S 1.59911 0.27021 -0.57160 2.26 2.61 1.26
H -2.08470 0.81768 0.24771 -2.01 0.12 1.21
N 0.39562 0.52077 -1.66404 -2.24 -0.22 -0.19
O 1.68488 1.62745 0.14187 0.05 -2.31 -0.93
H 1.49703 -1.04954 1.42660 0.12 -0.10 -0.40
H 0.74758 -1.79436 -0.06185 0.05 -0.10 0.30
```
Positions in Å, forces in eV/Å.

Output
Lowest unoccupied orbital energy (eV): -0.724
HOMO-LUMO gap (Eh): 0.3071
E (eV): -18598.9498

[11]
The following is a quantum chemistry calculation of an isolated molecule of C4H5NOS at a distorted geometry, from OMol25.

```
12
Properties=species:S:1:pos:R:3:forces:R:3
H -2.62763 0.88044 -1.30089 -0.12 0.06 -0.18
C 1.81779 0.11985 -0.44846 -0.03 -0.37 -0.20
N -1.19149 1.48783 0.00533 -0.42 -0.27 -0.38
S -1.76331 -1.05154 0.02532 0.16 0.21 0.07
H -0.16248 -0.88032 1.83390 -0.11 -0.40 1.05
H 1.17445 -1.86081 -0.13968 -0.12 0.22 0.13
O -0.40401 0.94063 1.01067 0.09 -0.08 0.26
H 2.67258 -0.14669 -1.07463 -0.28 -0.02 0.30
C 0.99877 -0.79980 0.05247 0.12 0.18 -0.28
C -1.92161 0.59900 -0.54323 0.43 0.13 0.44
H 1.63880 1.17033 -0.28603 -0.03 0.14 0.07
C -0.23186 -0.45893 0.86522 0.31 0.23 -1.28
```
Positions in Å, forces in eV/Å.

Output
Lowest unoccupied orbital energy (eV): 0.734
Structure (SMILES): C=C[C@H]1ON=CS1
HOMO-LUMO gap (Eh): 0.3582
E (eV): -18599.2434

[12]
The following is a quantum chemistry calculation of a cluster of 2 separate species, C4H5NOS in total at a distorted geometry, from OMol25.

```
12
Properties=species:S:1:pos:R:3:forces:R:3
H 1.24156 -0.54637 -0.90898 1.09 -1.10 -0.99
C -1.25303 -0.95434 1.27707 -0.71 0.24 1.48
C 1.33944 0.50397 -0.92730 -2.35 -0.99 0.89
N 0.85739 0.94433 0.39324 -1.19 0.58 -0.05
O -0.80201 1.89221 -1.06226 -2.29 1.08 -1.38
H 1.26403 1.63544 1.02178 0.01 -0.05 -0.58
C -1.26413 -1.74349 0.22989 0.97 2.23 1.12
H -0.64023 -1.32866 -0.51782 0.28 0.24 -1.19
C 0.07956 1.19721 -0.75978 2.38 -0.25 3.53
H 1.93581 1.13345 -1.45185 2.72 0.92 -1.74
S -1.29399 0.01994 2.52565 -0.13 -1.08 -1.25
H -1.46439 -2.75369 0.18036 -0.78 -1.82 0.16
```
Positions in Å, forces in eV/Å.

Output
Lowest unoccupied orbital energy (eV): 0.009
Structure (SMILES): O=C1CN1.C=C=S
HOMO-LUMO gap (Eh): 0.3173
E (eV): -18597.6806